186
Properties=species:S:1:pos:R:3:forces:R:3:lowdin_charge:R:1 method="wB97M-V/def2-TZVPD" total_energy_ev=-92579.229 orbital_gap_ev=9.59
O -9.5139 -22.5321 5.4732 -0.53 -0.15 -0.64 -0.04
O -4.0653 -27.3746 -0.4175 -0.79 -1.03 -0.80 -0.05
O -7.9082 -18.0728 7.1648 -0.29 -0.61 0.00 -0.04
O -1.3369 -16.5358 -0.0051 0.61 -0.37 0.01 -0.05
O -8.1650 -20.8744 3.2172 -0.02 -0.45 -0.30 -0.04
O -3.7562 -14.9762 -0.2854 1.43 0.12 1.14 -0.06
O -6.9834 -22.8053 1.3227 0.53 0.09 -0.35 -0.03
O -6.4129 -16.0770 3.9896 0.13 0.47 -0.55 -0.06
O -6.9130 -22.8601 -1.4044 -0.84 -0.17 -0.84 -0.07
O -9.7267 -19.5747 5.2335 0.28 -0.54 0.06 -0.02
O -6.0227 -15.8697 6.6760 -0.52 -0.43 -0.17 -0.03
O -1.9147 -26.5712 5.9821 -1.04 0.90 -0.47 -0.06
O -10.1830 -16.0590 1.9453 -1.00 0.02 0.82 -0.08
O 0.6178 -20.7061 3.1997 0.08 -0.05 0.54 -0.04
O -6.5334 -18.9727 2.8997 0.84 2.26 -0.28 -0.07
O -11.5792 -17.4359 3.9081 -0.03 -0.66 0.76 -0.04
O -0.1051 -21.8617 0.6804 0.76 0.10 -0.14 -0.07
O -0.6843 -18.0554 2.1831 0.25 -0.64 0.77 -0.06
O -7.0964 -19.4620 9.5773 0.37 -0.39 0.36 -0.06
O -3.4400 -15.2986 7.9831 -1.18 0.51 -0.32 -0.08
O 1.6891 -20.9602 5.7603 0.24 -0.44 0.02 -0.06
O -9.0876 -23.7358 3.0799 0.23 -0.28 -1.04 -0.05
O -7.6478 -22.8672 7.4638 -1.05 -0.71 -1.10 -0.09
O -0.7708 -15.2834 6.9764 -0.37 0.28 0.32 -0.05
O -4.6936 -14.2499 2.4854 0.96 0.78 -0.29 -0.08
O -8.8050 -14.5812 4.3411 -0.30 0.46 0.46 -0.05
C -3.8202 -11.9876 2.4574 -0.88 -0.50 0.43 -0.04
C -4.3619 -25.1794 0.3570 -0.04 0.56 0.79 -0.05
C -5.5934 -14.0293 -1.3862 -1.10 0.43 -0.87 -0.05
C -4.3516 -16.0868 -2.2239 -0.58 0.15 -1.21 -0.04
C -3.0525 -25.7075 5.6205 0.56 0.45 0.17 -0.43
C -5.6863 -21.7761 6.8690 0.61 -0.15 -0.33 -0.04
C -9.6918 -17.8324 0.3794 -0.04 -0.10 0.50 -0.02
C -2.1024 -26.1329 -0.3129 1.48 0.69 0.71 -0.06
C -2.5674 -24.3552 4.9518 0.68 -1.46 0.78 -0.04
C -4.4335 -18.0563 2.0462 -0.38 -0.57 0.63 -0.02
C -4.4137 -13.1238 3.3381 -0.34 0.20 0.18 -0.45
C -2.2342 -20.8308 0.4363 -0.73 -0.66 0.17 -0.03
C -5.2072 -19.3048 2.4722 -0.26 -0.59 -0.52 -0.46
C 1.0349 -20.0307 6.5895 1.36 0.22 0.38 -0.51
C -4.8715 -15.3198 -1.0224 -0.16 0.46 -0.98 -0.50
C -3.2564 -17.6971 8.0142 0.37 -0.33 -0.02 -0.04
C -6.1012 -21.8526 -1.9485 0.77 0.14 1.55 -0.41
C -7.9889 -16.1162 1.2244 1.09 -0.83 -1.93 -0.05
C -6.2414 -20.4558 -1.0935 -0.14 -1.67 -1.41 -0.01
C -6.6764 -23.4384 5.1800 -0.30 -0.22 0.87 -0.04
C -0.5032 -15.2574 5.5835 1.75 -0.10 -0.83 -0.47
C -1.4782 -22.1790 0.6552 -1.69 0.27 1.48 -0.43
C -4.4071 -16.4424 9.8608 0.64 -0.25 -0.46 -0.04
C -1.8455 -22.8362 2.0418 0.81 0.16 -0.92 -0.04
C 0.7404 -16.1355 5.3228 0.36 -0.27 0.95 -0.03
C -4.5559 -20.1307 3.5652 0.51 0.81 -0.06 -0.03
C 0.2448 -20.7368 7.6570 0.05 0.23 0.48 -0.07
C -5.7113 -12.8085 4.1075 0.86 0.67 -1.08 -0.04
C -3.5595 -26.0668 -0.5679 -0.85 -0.10 -0.17 -0.51
C 2.2006 -19.1964 7.2063 -1.26 0.15 -0.21 -0.05
C -4.6646 -22.3775 -1.9649 1.64 0.71 0.57 -0.07
C -6.4415 -23.1077 6.7006 0.09 1.26 -0.05 -0.38
C -9.1678 -16.9669 1.5072 -0.41 1.00 0.38 -0.48
C -3.2718 -16.4215 8.8270 -0.32 -0.07 0.50 -0.49
C -3.9540 -26.5815 4.7800 0.24 -0.10 -0.61 -0.06
C -1.7242 -15.6627 4.8585 -0.91 -1.21 -0.97 -0.05
H -1.7272 -24.6050 4.3040 -0.47 -0.13 -0.76 0.07
H -4.3136 -15.5592 10.4928 -0.43 -0.06 -0.02 0.08
H -7.5597 -23.3716 1.8359 -0.48 -0.34 0.38 0.02
H -1.9413 -20.2117 -0.4117 0.59 -0.28 -0.16 0.08
H 2.7976 -18.6847 6.4514 0.05 -0.33 -0.12 0.07
H -5.2916 -19.9405 -0.9508 0.02 -0.05 -0.14 0.05
H -2.3352 -16.2126 9.3440 0.24 -0.66 0.19 0.14
H -8.0954 -15.7107 0.2183 -0.16 0.75 0.04 0.09
H -6.3893 -14.1963 -2.1119 -0.09 -0.31 -0.17 0.08
H -2.1327 -20.2180 1.3320 0.30 -0.04 0.07 0.05
H -9.2270 -14.9879 3.5844 -0.31 -0.13 -0.30 -0.01
H -4.9014 -26.1212 4.4995 0.10 0.31 0.06 0.07
H -1.5010 -22.9187 -0.1451 -1.20 -0.04 -0.14 0.12
H -10.5188 -18.4146 0.7860 0.34 -0.64 0.02 0.08
H -2.9436 -18.5275 8.6471 -0.03 -0.14 -0.07 0.09
H -8.9085 -22.7194 6.1906 0.36 -0.18 0.76 0.01
H -7.0496 -22.7577 -0.4597 0.24 0.05 0.53 0.02
H -4.5264 -11.7697 1.6563 0.13 -0.15 -0.29 0.08
H -7.6493 -18.9348 10.1539 -0.14 0.09 0.12 0.03
H -7.0960 -21.9362 1.7076 0.00 0.27 0.28 0.01
H -3.9086 -27.7216 0.4637 0.15 0.27 0.18 0.09
H -1.0444 -16.4718 -0.9142 0.08 0.10 -0.20 0.05
H -6.0400 -16.1939 4.8634 0.13 0.07 0.80 0.02
H -1.7287 -15.4381 3.7919 0.32 0.65 -0.01 0.09
H -2.5881 -17.6434 7.1548 0.23 0.12 0.12 0.07
H -5.5463 -11.9001 4.6868 -0.31 -0.03 0.16 0.08
H -6.5153 -15.0637 6.8305 -0.28 0.31 0.03 0.08
H 0.8879 -21.3355 8.3020 0.04 -0.38 -0.29 0.08
H -5.1573 -16.1592 -2.9544 -0.26 -0.58 0.10 0.08
H -7.4598 -24.1737 4.9960 0.09 -0.22 0.41 0.07
H -2.8455 -12.2869 2.0721 -0.14 -0.08 -0.19 0.08
H -4.6812 -19.5752 4.4946 -0.37 -0.21 0.28 0.08
H -3.6669 -13.3526 4.0984 0.35 -0.46 -0.06 0.11
H -5.5539 -15.9191 -0.4197 -0.12 -0.36 -0.05 0.11
H -10.9881 -17.0513 3.2609 0.26 0.66 -0.55 -0.02
H -7.8890 -14.8522 4.2795 0.32 -0.36 -0.15 -0.03
H -3.4712 -20.1525 3.4601 0.08 -0.50 -0.35 0.07
H -3.4162 -26.8413 3.8682 -0.07 -0.11 -0.17 0.07
H -8.4211 -20.5447 4.0786 -0.51 0.32 0.66 0.03
H -4.0281 -24.1437 0.4205 -0.08 0.07 -0.41 0.05
H -5.1654 -15.7060 7.0689 1.06 0.21 0.44 0.02
H -5.9717 -21.0488 6.1089 -0.20 -0.12 -0.16 0.06
H -5.4386 -25.2222 0.1929 0.13 0.18 -0.60 0.09
H -4.1893 -22.5822 -1.0056 -0.82 0.24 0.74 0.04
H -3.6189 -25.4687 6.5206 0.16 0.15 0.34 0.12
H -8.8691 -18.4231 -0.0235 -0.32 -0.34 -0.02 0.08
H -6.9768 -22.5967 4.5560 0.16 0.33 0.45 0.05
H -7.0903 -18.9842 8.7479 -0.32 0.10 -0.38 -0.02
H -1.4717 -25.3834 -0.7910 -0.30 0.35 -0.18 0.07
H -1.9802 -25.9596 0.7563 0.47 -0.40 0.25 0.08
H -0.0385 -14.8672 7.4367 0.11 0.00 0.10 0.11
H 1.8121 -18.4139 7.8580 -0.08 0.00 0.24 0.06
H -6.4100 -21.7581 -2.9896 -0.15 0.51 0.05 0.12
H -10.2299 -18.9322 4.7332 -0.67 0.40 -0.42 0.02
H -0.2230 -14.2638 5.2339 -0.11 0.45 0.38 0.14
H -2.1924 -16.1064 0.0025 -0.77 0.46 -0.02 0.00
H -9.2388 -23.3023 3.9198 -0.17 0.37 1.19 -0.03
H -3.9009 -17.0649 -2.0558 -0.35 -0.06 0.46 0.07
H -2.8531 -23.2061 2.2316 -0.20 0.45 -0.60 0.06
H -4.9888 -13.2422 -1.8368 0.57 -0.33 0.00 0.09
H -9.6196 -24.5305 3.1208 -0.15 -0.17 -0.16 0.06
H 1.0417 -16.3872 4.3061 -0.40 0.32 -0.12 0.09
H -4.6036 -21.8794 6.7963 0.11 -0.08 0.03 0.08
H 0.7191 -17.0594 5.9007 -0.74 -0.36 -0.25 0.06
H -1.0186 -17.1693 2.3223 -0.05 0.21 -0.17 0.01
H -5.3182 -14.8225 2.9366 -0.26 -0.46 0.32 0.03
H -3.9785 -21.6042 -2.3106 0.00 0.18 -0.65 0.07
H -1.7783 -16.7501 4.8069 -0.37 -0.26 0.57 0.08
H -10.7540 -15.7934 1.2207 0.07 0.03 -0.17 0.11
H -6.0184 -13.6379 4.7447 0.12 0.11 -0.04 0.05
H -3.4236 -18.3350 1.7453 0.06 -0.02 0.15 0.06
H 1.5948 -15.6864 5.8291 0.23 0.58 -0.31 0.08
H -4.2394 -17.9320 7.6059 -0.23 0.06 0.15 0.07
H -2.5789 -15.1054 7.6053 0.42 0.07 -0.35 0.04
H -12.3202 -17.7579 3.3949 -0.22 -0.12 -0.04 0.05
H -3.3406 -23.7499 4.4787 0.01 -0.29 -0.08 0.06
H -8.6898 -17.5459 6.9986 -0.24 0.38 0.17 0.06
H 0.4648 -19.7634 3.1367 -0.17 0.49 -0.03 0.02
H -7.2043 -16.8522 1.0485 0.75 0.25 0.51 0.07
H 0.4233 -21.0399 2.3239 -0.03 -0.32 -0.56 0.00
H -4.9047 -17.6071 1.1720 -0.13 0.30 0.23 0.07
H -6.6763 -20.6788 -0.1192 0.12 -0.09 -0.03 0.04
H -4.0658 -14.4068 0.4228 0.19 0.07 0.75 0.06
H -5.7786 -23.8486 4.7176 0.24 0.04 0.32 0.06
H -2.6392 -15.2419 5.2753 0.05 -0.08 0.09 0.07
H -9.6916 -21.5945 5.5476 -0.33 0.55 0.04 0.02
H -1.2160 -23.7187 2.1562 0.21 0.03 0.01 0.07
H -3.6880 -11.0369 2.9738 0.01 -0.18 0.41 0.07
H -0.1808 -19.9977 8.3357 -0.47 0.06 -0.10 0.07
H -4.3866 -23.3120 -2.4522 -0.92 0.05 -0.76 0.07
H -6.3213 -16.9339 3.5730 -0.30 -0.74 -0.43 0.02
H -5.9427 -21.3088 7.8198 0.21 -0.18 0.15 0.06
H -7.4211 -22.7713 8.3917 0.05 0.08 -0.04 0.10
H -6.4500 -12.6401 3.3239 -0.43 0.13 0.33 0.09
H -9.1852 -19.0495 5.8227 0.48 0.02 0.35 0.02
H -0.0199 -21.7336 -0.2671 1.27 0.41 0.00 0.10
H -8.7812 -21.5849 3.0393 -0.28 -0.32 -0.26 0.05
H -6.1266 -13.5304 -0.5769 0.25 -0.33 0.57 0.07
H -0.5213 -21.3284 7.1558 -0.11 -0.15 0.40 0.07
H -0.3680 -18.0534 1.2797 -0.16 0.23 -0.33 0.03
H -1.6726 -27.0848 -0.6246 -0.23 -0.08 0.18 0.09
H -5.2733 -19.8738 1.5448 -0.13 -0.53 -0.01 0.10
H -3.6150 -15.5520 -2.8235 0.28 0.55 0.50 0.08
H -4.3871 -17.3945 2.9110 0.19 0.46 -0.25 0.07
H -3.7193 -25.7843 -1.6084 -0.35 -0.15 -0.09 0.14
H -7.1864 -17.4444 7.1448 0.54 0.61 -0.34 0.01
H -7.7474 -15.3631 1.9745 -0.03 -0.30 -0.16 0.08
H -7.1338 -19.7080 3.0426 0.35 -0.55 -0.47 0.00
H -4.2821 -25.5188 1.3897 0.40 -0.39 0.22 0.07
H -6.9478 -19.8094 -1.6144 0.09 0.14 0.01 0.06
H -1.5758 -22.1349 2.8314 -0.03 0.05 0.04 0.07
H -5.3594 -16.5311 9.3380 -0.15 0.45 0.06 0.06
H -5.0030 -21.1239 3.6082 0.16 0.00 0.23 0.07
H -4.2063 -27.5110 5.2903 0.19 0.05 0.16 0.08
H -2.0243 -23.7284 5.6591 -0.45 0.12 0.57 0.07
H -3.3086 -20.9391 0.2882 -0.14 -0.42 0.13 0.05
H -4.3544 -17.3506 10.4612 0.23 0.07 0.16 0.08
H 1.1735 -21.1315 4.9688 -0.12 0.02 -0.45 0.04
H -5.9740 -23.9287 7.2444 0.52 -0.14 -0.52 0.13
H 2.8060 -19.8810 7.8003 0.14 0.08 -0.13 0.08
H -10.1886 -17.2993 -0.4312 0.47 0.59 -0.12 0.09
H -8.8849 -17.5349 2.3935 -0.40 -0.52 0.00 0.13
H -1.2553 -26.0321 6.4249 0.06 0.12 0.09 0.08
H 0.3036 -19.4636 6.0136 0.22 0.56 -0.21 0.12